{
  "formula": "C39H78BN4O9",
  "method": "ωB97M-V/def2-TZVPD",
  "species": ["O", "O", "O", "O", "O", "O", "O", "O", "O", "N", "N", "N", "N", "C", "C", "C", "C", "C", "C", "C", "C", "C", "C", "C", "C", "C", "C", "C", "C", "C", "C", "C", "C", "C", "C", "C", "C", "C", "C", "C", "C", "C", "C", "C", "C", "C", "C", "C", "C", "C", "C", "C", "B", "H", "H", "H", "H", "H", "H", "H", "H", "H", "H", "H", "H", "H", "H", "H", "H", "H", "H", "H", "H", "H", "H", "H", "H", "H", "H", "H", "H", "H", "H", "H", "H", "H", "H", "H", "H", "H", "H", "H", "H", "H", "H", "H", "H", "H", "H", "H", "H", "H", "H", "H", "H", "H", "H", "H", "H", "H", "H", "H", "H", "H", "H", "H", "H", "H", "H", "H", "H", "H", "H", "H", "H", "H", "H", "H", "H", "H", "H"],
  "coordinates": [[1.390, -8.724, 4.721], [0.261, -9.185, 1.922], [6.002, 7.644, 0.796], [0.702, -0.071, -4.234], [3.044, -4.005, -1.045], [7.178, 5.487, 2.414], [-0.894, -0.806, -2.498], [1.753, -6.633, 2.674], [5.342, 4.753, 0.088], [4.677, 0.876, -1.038], [2.636, -0.301, -0.147], [0.262, 2.606, -2.574], [-8.554, -1.003, 0.084], [7.546, 4.624, 1.347], [-10.890, -0.740, -0.501], [-1.433, 1.931, 1.368], [-8.875, -2.385, -0.266], [0.437, -6.662, 2.137], [2.864, 2.936, -2.378], [0.363, -8.958, 5.671], [2.432, 1.404, -2.099], [-7.158, -0.573, 0.499], [4.683, 7.124, 0.712], [-5.773, 1.559, -2.800], [-9.588, 0.026, -0.006], [-2.126, 4.091, -0.141], [2.764, -6.369, 1.720], [1.181, -4.291, -2.813], [-3.637, 3.594, -0.460], [1.702, -9.846, 3.907], [6.429, 8.338, -0.362], [1.547, -9.567, 2.404], [-1.124, 1.160, -0.019], [-5.699, 4.199, -2.118], [0.784, 1.304, -1.961], [-0.307, -7.975, 2.414], [-10.415, -2.254, -0.660], [2.961, -1.538, -0.950], [6.762, 4.892, 0.053], [1.166, -0.152, 0.188], [6.728, 4.816, 3.580], [-4.139, 4.486, -1.741], [-6.366, -0.298, -0.919], [-6.380, 1.266, -1.336], [4.608, 5.612, 0.957], [0.479, 1.195, -0.379], [-1.521, 3.539, 1.251], [-5.864, 3.098, -3.286], [2.526, -2.927, -0.185], [3.018, 4.229, -2.564], [1.968, -4.862, -1.511], [3.202, 0.975, -0.724], [0.165, 0.101, -2.873], [5.020, 1.850, -1.066], [6.416, 9.418, -0.162], [7.538, 4.763, 4.309], [-2.188, 3.964, 2.101], [0.701, -5.223, -3.327], [-7.172, 0.399, 1.122], [-0.778, 2.493, -2.498], [-0.542, -8.077, 3.471], [-6.355, 0.904, -3.568], [-6.319, 4.007, -1.171], [4.103, -1.668, -1.148], [-1.282, -7.892, 1.920], [-5.033, 3.290, -4.070], [5.916, 5.406, 4.018], [-5.296, -0.726, -0.921], [-3.469, 4.155, -2.630], [-7.457, 1.684, -1.301], [2.457, -1.579, -1.983], [-4.660, 1.219, -2.899], [4.209, 7.365, -0.248], [3.616, -7.027, 1.928], [4.098, 7.621, 1.494], [-8.229, -3.328, -0.292], [-0.473, 4.039, 1.373], [2.297, -8.860, 2.055], [1.118, -10.729, 4.183], [0.512, -1.035, -0.144], [-6.578, -1.432, 1.023], [-11.949, -0.327, -0.701], [1.070, -0.101, 1.350], [-0.119, -5.851, 2.621], [-2.356, 1.451, 1.896], [6.341, 3.813, 3.371], [-1.351, 0.031, 0.184], [2.405, -5.893, -1.837], [0.867, 2.174, 0.128], [-3.706, 2.493, -0.794], [-4.314, 3.812, 0.461], [-1.396, 3.920, -1.029], [1.163, -5.101, -0.722], [4.821, 0.375, -1.930], [3.128, 1.836, 0.060], [-3.920, 5.596, -1.513], [0.426, 2.521, -3.606], [-9.512, 1.152, 0.200], [-0.800, -1.671, -2.979], [3.122, -0.429, 0.775], [-6.957, -0.856, -1.758], [1.380, -3.022, -0.211], [2.453, -6.530, 0.690], [3.557, 5.325, 0.826], [-1.791, 1.467, -0.902], [4.831, 5.370, 1.994], [2.839, 0.673, -2.914], [-2.196, 5.252, -0.031], [5.838, 8.120, -1.250], [-11.084, -3.111, -1.030], [-0.239, -8.047, 5.751], [8.603, 4.818, 1.136], [-0.536, 1.705, 2.083], [7.470, 8.062, -0.567], [1.786, -10.502, 1.883], [0.280, -3.610, -2.533], [-5.741, 1.824, -0.547], [-0.303, -9.778, 5.385], [1.244, 0.711, -4.492], [0.806, -9.156, 6.648], [2.755, -10.084, 4.090], [-6.879, 3.282, -3.819], [7.459, 3.569, 1.622], [3.071, 5.379, -2.420], [-6.096, 5.205, -2.560], [3.117, -5.335, 1.846], [7.027, 5.856, -0.377], [2.985, -3.009, 0.868], [1.873, -3.820, -3.609], [7.108, 4.158, -0.684], [0.431, -6.458, 1.058]],
  "mulliken_charge": [-0.293, -0.482, -0.284, -0.716, -0.406, -0.293, -0.749, -0.313, -0.377, -0.580, 0.446, -0.511, 0.201, -0.555, -0.522, -0.793, -0.299, -0.051, -0.823, -0.838, 0.653, -0.817, -0.579, -0.284, -0.215, -0.431, -0.717, -0.728, 0.149, -0.492, -0.783, -0.184, -0.121, -0.515, -0.358, -0.431, -0.403, -0.447, -0.249, -0.915, -0.811, -0.606, -0.413, -0.014, -0.195, 0.430, -0.728, -0.790, -0.147, -0.561, -0.058, -0.970, 1.300, 0.342, 0.253, 0.261, 0.421, 0.445, 0.354, 0.210, 0.108, 0.440, 0.240, 0.428, 0.437, 0.320, 0.260, 0.212, 0.100, 0.157, -0.063, -0.078, 0.320, 0.333, 0.373, 0.300, 0.176, -0.042, 0.369, 0.285, 0.296, 0.309, 0.058, 0.346, 0.353, 0.358, 0.473, 0.398, 0.239, -0.211, 0.307, -0.011, 0.032, 0.348, 0.342, 0.388, 0.338, 0.305, 0.248, 0.591, 0.321, 0.327, 0.413, 0.374, -0.116, 0.070, 0.488, 0.469, 0.356, 0.304, 0.240, 0.384, 0.263, 0.250, 0.447, -0.105, -0.021, 0.411, 0.340, 0.256, 0.366, 0.299, 0.347, 0.318, 0.351, 0.092, 0.036, 0.212, 0.275, 0.450, -0.018],
  "lumo_energy_ev": -2.63,
  "charge": 1,
  "homo_lumo_gap_ev": 6.5098,
  "energy_ha": -2453.08880,
  "e_homo_ev": -9.1
}